ORCA calculation (ωB97M-V/def2-TZVPD) on a structure of composition C23H27CoIN4O2Si.

CARTESIAN COORDINATES (ANGSTROEM)
Co  -0.7459  -0.2870  -0.1874
C  3.2886  -2.0736  -0.9450
C  3.2016  -0.5831  -0.8377
N  4.2941  0.1225  -0.7690
C  4.2332  1.4761  -0.6821
C  3.0645  2.1770  -0.6726
C  3.0738  3.6833  -0.5902
O  2.4443  4.3114  -1.7052
C  1.8458  1.4352  -0.7380
C  0.6028  2.1204  -0.8301
N  -0.5801  1.5861  -0.7515
C  -1.7039  2.4311  -0.9964
C  -1.6027  3.6286  -1.7090
C  -2.7042  4.4480  -1.8805
C  -3.9428  4.0900  -1.3673
C  -4.0813  2.8806  -0.7065
C  -2.9718  2.0723  -0.5434
I  -3.2067  0.1674  0.2997
C  1.9087  0.0417  -0.8040
O  0.8640  -0.7369  -0.8670
H  4.3328  -2.3716  -0.9414
H  2.8107  -2.4235  -1.8619
H  2.7659  -2.5482  -0.1118
H  5.1869  1.9859  -0.6185
H  4.1048  4.0249  -0.4820
H  2.5267  4.0281  0.2891
H  3.0207  4.2309  -2.4723
H  0.6649  3.1905  -0.9894
H  -0.6615  3.9190  -2.1564
H  -2.5935  5.3698  -2.4350
H  -4.8033  4.7297  -1.5038
H  -5.0478  2.5660  -0.3367
C  0.3067  1.7373  2.6685
C  0.2249  0.2421  2.6832
C  0.5511  -0.4841  3.8082
C  0.3785  -1.8727  3.8243
C  -0.1240  -2.5435  2.7345
C  -0.4320  -1.7759  1.6027
N  -0.2334  -0.4287  1.6120
N  -0.9208  -2.0893  0.4003
Si  -1.4669  -3.5694  -0.3663
C  -1.8249  -3.0593  -2.1236
C  -3.0041  -4.1829  0.4992
C  -0.1123  -4.8448  -0.2923
H  -0.4910  2.1514  3.2875
H  0.1999  2.1381  1.6674
H  1.2561  2.0694  3.0862
H  0.9241  0.0369  4.6783
H  0.6370  -2.4259  4.7181
H  -0.2771  -3.6130  2.7322
H  -2.4783  -2.1836  -2.1772
H  -2.3275  -3.8636  -2.6650
H  -0.9006  -2.8249  -2.6565
H  -3.7589  -3.4000  0.6072
H  -2.7803  -4.5681  1.4964
H  -3.4567  -4.9964  -0.0733
H  0.7914  -4.4640  -0.7731
H  -0.4114  -5.7595  -0.8094
H  0.1412  -5.1183  0.7340

Atomic forces in eV per Å
Co -0.013 0.121 -0.082
C -0.031 0.036 0.014
C -0.112 -0.036 -0.014
N 0.185 0.160 0.015
C -0.066 -0.211 -0.016
C -0.156 0.057 -0.039
C 0.052 -0.013 -0.006
O -0.011 -0.034 0.013
C 0.166 0.060 0.056
C -0.129 0.176 0.009
N 0.118 -0.288 0.013
C -0.212 0.127 0.005
C 0.038 -0.026 0.023
C -0.035 0.010 0.001
C 0.039 -0.016 -0.003
C -0.049 0.023 0.000
C 0.101 -0.172 0.029
I 0.059 0.130 -0.065
C 0.153 -0.046 -0.081
O -0.043 -0.006 0.051
H 0.005 -0.001 0.000
H -0.002 0.002 0.005
H -0.002 0.000 -0.007
H 0.007 0.002 0.000
H 0.000 0.015 0.027
H -0.009 0.001 0.000
H -0.007 -0.013 -0.007
H 0.057 -0.012 -0.011
H -0.027 0.020 -0.011
H 0.001 -0.005 0.002
H 0.006 0.003 -0.004
H 0.005 0.004 -0.001
C 0.006 -0.049 -0.029
C 0.004 0.008 0.035
C 0.025 0.052 0.035
C -0.042 -0.050 -0.072
C 0.041 0.013 0.106
C 0.029 -0.043 -0.079
N -0.015 -0.155 0.090
N -0.212 0.115 0.107
Si 0.069 0.011 -0.005
C -0.015 0.001 -0.006
C 0.002 0.008 -0.024
C -0.002 0.004 -0.019
H 0.000 0.004 -0.008
H -0.004 0.023 -0.055
H -0.003 0.003 -0.004
H -0.005 -0.007 -0.004
H 0.000 0.001 -0.004
H 0.005 0.008 -0.008
H -0.018 -0.016 0.025
H 0.026 0.002 -0.010
H 0.003 0.005 0.008
H 0.009 0.000 -0.031
H 0.005 0.010 0.001
H 0.004 -0.008 0.031
H -0.003 -0.018 0.002
H 0.007 0.007 0.004
H -0.004 -0.001 -0.005

LUMO level (alpha / beta) = -4.249 / -4.247 eV
Energy above the lowest of the compared OMol25 structures with the same formula, charge and spin = 5.2 kJ/mol
Orbital gap (alpha / beta) = 6.7 / 6.7 eV
Spin multiplicity = 1
M = 605.418 g mol⁻¹
Net charge = +1

ORCA calculation (ωB97M-V/def2-TZVPD) on an isolated molecule of C9H19NS3 at a distorted geometry.

CARTESIAN COORDINATES (ANGSTROEM)
C  4.1438  -0.9534  1.8540
C  3.1866  -0.9971  0.5584
C  2.7679  0.3721  0.1073
C  3.7031  1.3734  -0.4538
S  1.6038  0.1343  -1.3858
S  0.1193  -1.0922  -0.5413
C  -1.0028  0.0173  0.0860
S  -0.6229  1.6579  -0.0100
N  -2.2267  -0.2381  0.5666
C  -2.8223  -1.6123  0.4615
C  -3.3748  -2.0310  -0.8245
C  -3.0340  0.7988  1.2205
C  -3.6581  1.8345  0.1950
H  4.4797  -2.1548  1.9315
H  3.6235  -0.5120  2.7578
H  5.0908  -0.3494  1.6250
H  2.1331  -1.4143  0.7118
H  3.4824  -1.5416  -0.4264
H  2.2466  0.9974  0.7063
H  4.0668  1.9650  0.4425
H  4.3729  0.8228  -1.2335
H  2.9857  2.1071  -1.0709
H  -3.5098  -1.7310  1.3783
H  -1.9982  -2.2409  0.6943
H  -2.8566  -1.5555  -1.6421
H  -4.4984  -1.6920  -0.9049
H  -3.4699  -3.0773  -0.7909
H  -2.3078  1.5321  1.6448
H  -3.9352  0.5097  1.9917
H  -4.4457  2.4053  0.7430
H  -2.7216  2.4167  -0.1934
H  -4.2123  1.1660  -0.5637

Atomic forces in eV per Å
C 0.570 -2.605 -1.755
C -1.000 0.058 -0.074
C -0.189 -1.150 -3.286
C 0.058 1.095 -2.254
S -0.378 -1.213 1.049
S 1.029 -1.297 -1.139
C -1.409 4.001 0.379
S 1.095 0.142 0.374
N -1.383 -2.126 0.312
C 0.541 1.219 3.378
C -3.880 2.113 -0.498
C -1.375 2.528 0.462
C -0.189 -1.681 -0.486
H -0.780 3.430 0.575
H 0.590 -0.895 -1.061
H -1.370 -0.892 0.333
H 1.830 -0.266 0.799
H 0.474 0.675 2.051
H -2.394 0.874 2.804
H 0.666 -0.673 -1.569
H -0.308 1.594 1.646
H 1.904 -1.148 1.253
H 0.751 0.195 -1.607
H 0.853 -0.877 0.261
H 0.313 -0.513 -0.454
H 1.995 -0.320 -0.019
H 0.384 -1.460 -0.666
H -0.313 -1.182 0.812
H 2.739 -0.218 -1.923
H 0.822 -0.067 -0.513
H -2.539 -0.840 0.285
H 0.891 1.498 0.530

LUMO level = 0.422 eV
Energy above the lowest of the compared OMol25 structures with the same formula, charge and spin = 192.3 kJ/mol
SMILES = CC[C@@H](C)SSC(=S)N(CC)CC
Orbital gap = 7.9 eV
Spin multiplicity = 1
M = 237.459 g mol⁻¹
Net charge = 0

ORCA calculation (ωB97M-V/def2-TZVPD) on a structure of composition C23H19F6MnN2O11PS3.

CARTESIAN COORDINATES (ANGSTROEM)
Mn  -0.6070  0.9701  1.5606
O  -1.6310  -0.8176  4.9476
C  -1.1452  -0.4968  3.8808
O  -1.7172  0.2545  2.9874
C  0.2429  -0.9746  3.4159
O  0.8893  -1.8191  4.0090
O  0.6002  -0.4045  2.3069
F  -1.9666  5.0371  -1.0036
C  -1.3500  4.3077  -0.0599
F  -0.7751  3.2705  -0.6539
F  -0.4332  5.0638  0.5241
S  -2.6156  3.7827  1.1869
O  -2.0699  2.7328  2.0146
O  -2.9857  5.0273  1.7834
N  -3.8041  3.2208  0.2996
S  -3.8434  1.7130  -0.1402
O  -2.5732  1.0053  -0.0231
O  -5.0405  1.0416  0.2648
C  -4.0692  1.9229  -1.9420
F  -5.1614  2.6454  -2.2089
F  -4.2255  0.7203  -2.5153
F  -3.0231  2.5219  -2.5077
N  -2.2025  -2.1251  1.2557
C  -1.3683  -2.9106  0.5091
C  -1.6516  -4.2926  0.4425
C  -0.9357  -5.1431  -0.3644
C  0.0962  -4.6505  -1.1648
C  0.3874  -3.3035  -1.0927
C  -0.2988  -2.4149  -0.2557
P  0.2932  -0.6769  -0.2442
C  2.0937  -0.8606  -0.0116
C  2.6829  -1.9904  0.5502
C  4.0534  -2.0348  0.7504
C  4.8492  -0.9483  0.4014
C  4.2629  0.1882  -0.1328
C  2.8887  0.2289  -0.3353
C  0.2033  -0.3718  -2.0705
C  1.2858  -0.3952  -2.9466
C  1.1033  -0.1798  -4.3083
C  -0.1643  0.0580  -4.8165
C  -1.2525  0.0764  -3.9535
C  -1.0660  -0.1341  -2.5957
H  -2.7191  -2.5889  1.9852
H  -1.9165  -1.1920  1.5354
H  -2.4655  -4.6740  1.0490
H  -1.1836  -6.1987  -0.3774
H  0.6612  -5.3027  -1.8179
H  1.1908  -2.9106  -1.7063
H  2.0658  -2.8170  0.8773
H  4.4971  -2.9113  1.2075
H  5.9184  -0.9786  0.5776
H  4.8513  1.0669  -0.3596
H  2.4465  1.1418  -0.7089
H  2.2836  -0.5786  -2.5690
H  1.9607  -0.1977  -4.9712
H  -0.3047  0.2322  -5.8769
H  -2.2488  0.2673  -4.3313
H  -1.9155  -0.1191  -1.9277
C  2.7313  1.7140  2.9717
S  2.0571  2.9933  1.9665
O  2.0243  4.1902  2.7760
O  2.8708  3.0802  0.7686
O  0.6559  2.5431  1.6588
H  3.6720  2.0842  3.3772
H  2.8803  0.8156  2.3767
H  2.0310  1.4959  3.7749

Atomic forces in eV per Å
Mn 0.337 -0.229 -0.027
O 0.053 -0.088 0.060
C -0.411 0.200 -0.008
O -0.556 -0.385 -0.029
C 0.410 -0.110 -0.339
O -0.024 -0.044 0.116
O 0.379 0.032 0.619
F 0.022 0.086 -0.043
C 0.034 -0.068 0.226
F 0.018 -0.031 -0.113
F 0.020 -0.015 -0.108
S -0.301 -0.328 0.144
O 0.387 0.549 -0.224
O -0.127 -0.065 0.007
N 0.044 0.111 -0.079
S 0.536 -0.307 0.518
O -0.765 0.201 -0.173
O 0.010 0.032 -0.049
C -0.052 0.064 -0.192
F -0.028 0.007 -0.033
F 0.010 -0.035 -0.060
F 0.016 0.013 -0.029
N 0.139 0.091 0.142
C -0.191 0.048 0.056
C 0.016 -0.004 0.014
C 0.037 0.015 -0.031
C -0.063 0.014 0.066
C 0.001 0.005 -0.038
C 0.205 -0.121 -0.085
P -0.430 0.497 -0.095
C -0.078 -0.112 0.037
C 0.023 0.040 0.105
C 0.018 0.039 -0.001
C -0.012 -0.027 0.012
C -0.077 -0.011 0.003
C 0.199 0.095 0.031
C 0.013 -0.013 0.027
C 0.023 0.009 -0.062
C 0.009 -0.008 0.050
C -0.029 0.000 0.018
C 0.049 -0.009 0.032
C -0.039 -0.042 -0.040
H -0.005 -0.009 -0.039
H -0.031 -0.060 -0.104
H -0.002 -0.001 0.003
H -0.004 0.005 -0.012
H -0.005 -0.004 -0.004
H -0.002 -0.011 0.023
H 0.018 0.017 -0.024
H 0.001 0.010 -0.001
H -0.003 -0.006 -0.009
H 0.023 0.018 0.004
H -0.045 0.070 0.006
H -0.032 -0.006 -0.041
H -0.001 0.002 0.006
H 0.000 -0.001 0.003
H -0.005 -0.004 -0.004
H -0.012 0.008 0.023
C 0.132 -0.224 0.167
S -0.688 0.141 -0.235
O 0.080 0.066 0.114
O 0.114 -0.056 -0.099
O 0.641 -0.092 -0.187
H 0.010 -0.024 -0.045
H -0.029 0.019 0.016
H 0.019 0.045 0.011

LUMO level (alpha / beta) = 4.318 / 4.319 eV
Energy above the lowest of the compared OMol25 structures with the same formula, charge and spin = 60.3 kJ/mol
<S²> = 0.781
Orbital gap (alpha / beta) = 7.4 / 7.0 eV
Spin multiplicity = 2
M = 795.509 g mol⁻¹
Net charge = -2

ORCA calculation (ωB97M-V/def2-TZVPD) on a cluster of 2 separate species, C5H11O2 in total at a distorted geometry.

CARTESIAN COORDINATES (ANGSTROEM)
C  0.4371  -2.4869  -0.6435
C  -1.0770  -2.1699  -0.8476
H  0.9447  -2.2644  0.3575
H  0.4759  -3.6553  -0.3748
H  1.1781  -2.1653  -1.3028
H  -1.2063  -1.0454  -0.5153
H  -1.6006  -2.7175  -0.0695
H  -1.5624  -2.3852  -1.8522
C  -0.4066  2.0937  0.3768
C  0.8799  2.4315  -0.2640
C  0.0703  1.0934  1.6480
O  -1.0270  0.6510  2.0482
O  1.2946  0.9306  1.8945
H  -0.9294  2.8889  0.9442
H  -1.1126  1.5955  -0.2301
H  1.5527  2.6416  0.6237
H  0.9562  3.1661  -1.0524
H  1.1324  1.3976  -0.7406

Atomic forces in eV per Å
C -0.719 -3.772 3.486
C 0.645 2.647 0.920
H -1.566 0.944 -0.916
H 0.285 1.895 -1.680
H 0.731 0.215 -1.743
H -0.136 -2.024 -1.051
H -0.266 -0.119 -0.108
H 1.027 0.291 1.149
C 1.301 0.541 2.759
C 1.371 -1.534 -0.363
C -1.423 0.680 -2.356
O 0.907 -1.153 1.729
O -1.861 -0.043 0.381
H 0.292 -0.016 -0.540
H -0.724 -0.734 -0.556
H -0.154 -0.229 -1.614
H -0.191 0.551 -0.213
H 0.480 1.860 0.716

LUMO level = 3.903 eV
Energy above the lowest of the compared OMol25 structures with the same formula, charge and spin = 188.1 kJ/mol
Orbital gap = 7.3 eV
Spin multiplicity = 1
M = 103.141 g mol⁻¹
Net charge = -1

no.,calculated total energy (Ha)
1,-3231.951022
2,-1603.496276
3,-5111.292219
4,-347.578030